No. 1
A molecular structure, C30H65HgN5O4P2SSi3Te in a non-equilibrium geometry, computed with ωB97M-V with the def2-TZVPD basis set.

The geometry in XYZ format:
```
112
Properties=species:S:1:pos:R:3:forces:R:3
Hg 0.63948 -1.53568 1.28325 1.1 -0.2 -0.5
C -0.73103 1.58653 2.04925 -0.1 0.5 0.2
Si 0.73416 1.22473 3.17080 0.9 -0.8 0.3
C 2.09107 2.35008 2.40402 -0.2 -0.8 1.4
C 0.41832 1.80171 4.98599 0.1 0.3 -0.7
C 1.06805 -0.70939 3.25899 -1.5 -0.2 -0.3
Si -0.36939 -1.64233 4.14766 0.2 1.1 -0.4
C -0.09427 -1.46206 6.00940 -1.0 -0.9 0.1
C -0.61403 -3.48017 3.64392 0.9 0.0 -0.4
C -2.10286 -0.85543 3.76766 0.7 -1.0 -0.4
Si 2.84712 -1.25413 3.60043 1.4 1.7 -0.8
C 3.22374 -3.07211 3.65664 -1.5 -1.0 -0.1
C 3.53732 -0.54623 5.21201 -1.1 -0.4 0.5
C 3.98721 -0.51968 2.27421 -0.2 0.7 1.5
C 4.73583 0.65845 2.37073 0.2 -0.6 -0.6
C 5.51407 1.06572 1.24618 -0.6 -0.2 0.9
C 5.56373 0.20395 0.10831 -1.5 -2.2 0.8
C 4.78700 -0.99371 0.13708 0.6 2.5 -0.3
N 3.93538 -1.29730 1.13612 -0.2 -0.7 -0.6
H -0.46697 2.42449 1.40108 0.2 -0.1 -0.2
H -1.52857 1.99244 2.67634 -0.4 -0.4 -0.1
H -1.06581 0.77793 1.39337 -0.1 0.2 0.3
H 1.55677 3.15971 1.95470 -0.4 0.8 -0.2
H 2.58250 1.80547 1.61937 0.5 -0.2 -0.3
H 2.83491 2.73926 3.12515 -0.3 -0.3 -0.4
H 0.49124 2.89454 5.05101 0.0 -0.1 -0.1
H 1.15283 1.39167 5.67416 0.2 -0.1 0.0
H -0.55908 1.51421 5.35471 -0.3 -0.1 0.0
H -0.28857 -0.45655 6.38738 0.2 0.0 -0.2
H 0.90906 -1.78908 6.30007 -0.2 0.0 0.1
H -0.87575 -2.11521 6.47099 0.7 0.3 0.0
H 0.31752 -4.01194 3.33344 -0.5 0.5 0.3
H -1.27830 -3.53991 2.76808 0.0 0.1 0.3
H -1.04111 -4.06950 4.45350 -0.2 0.0 0.1
H -2.27026 0.08760 4.23530 0.0 0.9 0.3
H -2.29222 -0.74389 2.69513 0.2 0.0 0.0
H -2.87853 -1.52042 4.13366 -0.2 -0.3 0.2
H 2.75859 -3.48347 4.58673 0.4 -0.1 -0.6
H 4.28634 -3.28859 3.61664 0.2 0.2 0.2
H 2.78109 -3.58867 2.76805 0.2 0.3 0.7
H 3.24833 -1.10190 6.10743 -0.2 -0.1 0.0
H 3.29359 0.49080 5.40417 0.0 0.4 -0.1
H 4.59147 -0.65809 5.11809 1.0 0.1 -0.1
H 4.74525 1.29605 3.28674 -0.1 -0.7 -0.7
H 6.10961 1.94579 1.35273 0.4 0.5 -0.2
H 6.13598 0.42745 -0.75808 0.5 0.2 -0.6
H 4.70989 -1.61618 -0.75607 0.2 0.0 0.1
C -2.01846 2.17893 -4.90491 -1.6 0.6 0.6
N -0.73171 1.57425 -4.59396 -1.3 2.6 -1.2
C 0.32386 2.50854 -4.90923 1.6 0.6 1.2
P -0.66215 0.06869 -4.06578 -0.1 -1.6 4.4
O 0.49030 -0.30622 -3.20547 -0.8 0.8 -1.5
O -2.17235 -0.06509 -3.29015 1.2 -0.1 -0.8
P -2.63846 -0.22542 -1.75200 0.3 0.1 -1.0
O -1.57381 0.12917 -0.81814 -0.4 0.5 0.7
N -3.97118 0.76490 -1.81234 -0.6 -0.4 0.1
C -4.27884 1.71057 -0.78557 1.9 0.9 1.5
C -4.93279 0.69878 -2.89316 -0.8 -0.6 0.0
N -3.23198 -1.75842 -1.64952 -0.8 0.5 -0.9
C -4.03649 -2.14726 -0.51802 0.7 0.7 1.5
C -2.92094 -2.76714 -2.63471 3.4 0.0 0.4
N -0.97174 -0.97040 -5.23962 -0.2 -1.6 -1.9
C 0.14020 -1.64330 -5.91995 0.6 0.6 0.8
C -2.23488 -0.98332 -5.93259 -0.4 0.2 -1.5
H -2.41831 2.88261 -4.10056 0.9 -0.5 -0.8
H -2.82919 1.46049 -4.99619 0.2 -0.2 0.1
H -2.00998 2.69159 -5.87789 0.3 0.1 0.3
H 0.31465 3.36736 -4.14632 0.3 -1.2 -0.9
H 1.29961 1.96190 -4.87918 -0.7 0.7 0.2
H 0.22330 2.99905 -5.90080 -0.2 -0.6 0.4
H -4.10501 1.26055 0.22108 -0.3 0.5 -0.6
H -5.27709 2.10609 -0.85185 -0.5 -0.2 -0.1
H -3.59743 2.59553 -0.84645 -0.4 -0.4 0.2
H -5.89781 1.12142 -2.53850 0.4 -0.6 -0.1
H -5.09592 -0.33473 -3.30933 0.2 0.9 0.6
H -4.65852 1.34522 -3.70752 0.3 0.3 -0.7
H -4.49923 -1.22531 -0.07518 0.2 -0.9 -0.3
H -3.43275 -2.63879 0.30956 -0.5 0.4 -0.9
H -4.81123 -2.83452 -0.82866 -0.3 -0.1 -0.1
H -2.65837 -2.28731 -3.60193 -0.7 -0.5 0.5
H -1.89091 -3.17177 -2.29501 -1.6 -0.3 -0.7
H -3.68077 -3.53397 -2.67893 -0.2 -0.1 -0.2
H 0.86447 -1.86361 -5.13636 0.0 -0.6 -0.1
H 0.69876 -0.96771 -6.57334 -0.3 0.0 -0.5
H -0.18791 -2.53014 -6.47202 0.0 0.2 0.3
H -2.12877 -1.63626 -6.82199 -0.2 0.3 0.5
H -2.63758 -0.01655 -6.30885 0.7 -0.3 0.1
H -3.01872 -1.35162 -5.30767 -0.6 -0.5 0.4
C 2.45804 3.30426 -1.40654 1.3 0.3 0.3
C 1.61279 4.56900 -1.35244 -0.8 0.4 -0.7
O 0.56041 4.49931 -0.36531 -0.1 0.4 -0.2
C -0.62571 5.24859 -0.67870 0.0 -0.3 -0.5
C -0.96713 6.36930 0.31096 -0.1 0.2 -0.9
H 3.28750 3.41377 -2.17203 -0.9 0.1 0.8
H 1.90203 2.41984 -1.68468 -0.4 -0.1 -0.1
H 2.95290 3.08152 -0.43535 -0.3 0.2 -0.6
H 1.10230 4.69406 -2.34274 0.5 0.0 0.5
H 2.21492 5.49391 -1.18631 -0.2 -0.6 0.0
H -1.46530 4.55046 -0.75211 0.1 -0.2 0.4
H -0.55895 5.63703 -1.71209 0.2 0.2 0.4
H -1.98459 6.75939 0.12026 0.3 -0.4 0.1
H -0.32532 7.22853 0.12715 0.3 0.0 0.3
H -0.90977 6.03801 1.33839 0.1 -0.1 0.2
Te 0.79907 -2.90402 -1.05839 -0.6 1.3 -0.3
C 0.78181 -4.83911 -0.38750 -0.7 -0.9 0.6
C 1.90960 -5.49716 -0.02159 0.3 0.4 0.3
C 1.73764 -6.85251 0.33460 0.0 0.0 -0.2
C 0.45592 -7.22695 0.18745 -1.8 -0.7 -0.3
S -0.62057 -5.92392 -0.25753 1.8 0.2 -0.2
H 2.85487 -4.98850 0.02575 0.3 0.1 -0.1
H 2.53324 -7.50356 0.64766 0.1 -0.2 -0.1
H 0.01974 -8.22501 0.15353 0.3 0.2 0.5
```
Forces are in eV/Å.

## Properties
spin multiplicity = 2
largest force on an atom = 0.0913 Eh/bohr
charge = -1
HOMO level (spin up / spin down) = 0.0 / -4.2 eV
Kohn-Sham gap (spin up / spin down) = 1.88 / 6.11 eV
total energy = -4127.7973 Ha

Here are the Löwdin charges for atoms 1 to 6, given in e: 0.83, -0.20, 0.47, -0.17, -0.19, -0.63


No. 2
C4H6OS in the gas phase in a non-equilibrium geometry, computed with ωB97M-V with the def2-TZVPD basis set.

The geometry in XYZ format:
```
12
Properties=species:S:1:pos:R:3:forces:R:3
C 0.67567 -0.88264 1.40818 0.4 0.3 3.7
C -0.92841 0.20118 -0.21238 -7.0 -0.8 2.5
C -0.49571 0.83531 -1.52260 1.9 1.7 -3.5
C 0.37474 0.16678 -0.40674 5.7 0.3 -1.5
H 0.85699 -1.90040 1.79812 -0.7 0.7 0.9
H 1.26290 -0.06183 1.95866 -0.3 -1.4 -0.9
H -1.51900 -0.67772 -0.53117 0.6 0.4 -0.1
H 0.10858 1.82303 -1.89452 -2.1 -1.8 1.7
H -1.02646 0.46052 -2.51086 1.2 0.1 2.5
H 0.82460 1.08209 0.09127 0.2 -1.3 -0.6
O 0.98416 -1.06014 0.12038 -0.6 2.0 -3.1
S -1.11805 0.01382 1.70165 0.7 -0.2 -1.5
```
Forces are in eV/Å.

## Properties
largest force on an atom = 0.1454 Eh/bohr
SMILES = C1O[C@H]2C[C@@H]2S1
HOMO level = -8.7 eV
energy relative to the best compared isomer or geometry (same formula, charge and spin) = 5.9963 eV
Kohn-Sham gap = 9.56 eV
total energy = -629.2268 Ha

Here are the natural (NBO) charges for atoms 1 to 6, given in e: -0.12, -0.33, -0.38, 0.02, 0.21, 0.17


No. 3
A molecular structure, C31H44BrGaIN8, computed with ωB97M-V with the def2-TZVPD basis set.

The geometry in XYZ format:
```
86
Properties=species:S:1:pos:R:3:forces:R:3
C 2.38408 -1.70261 -5.93350 -0.2 0.0 0.0
C 3.32980 -2.77907 -5.38571 0.2 -0.2 -0.1
C 4.64460 -2.16774 -4.93301 -0.2 0.3 0.2
Br 5.88136 -3.60480 -4.42309 0.3 -0.1 -0.3
Ga 4.38391 -0.77520 -3.44621 -0.4 0.2 -0.2
N 5.12430 0.88673 -4.06588 0.0 -0.3 0.0
I 5.41016 -1.58104 -1.18249 -0.1 0.1 -0.2
H 2.30968 -1.74945 -7.01976 0.0 0.0 -0.1
H 2.69538 -0.69266 -5.67014 0.1 0.0 0.1
H 1.38446 -1.83117 -5.52050 -0.1 0.0 -0.1
H 2.88168 -3.32723 -4.55657 -0.1 0.1 0.1
H 3.50952 -3.51854 -6.17231 0.0 -0.1 0.0
H 5.11743 -1.69816 -5.79636 0.2 0.0 0.0
H 2.80755 -0.60165 -3.16614 0.1 -0.1 0.1
H 4.47236 1.64420 -3.90368 0.0 0.1 0.1
H 5.22925 0.82635 -5.07307 0.1 0.1 0.0
N 8.40443 -3.80248 3.17964 0.0 0.0 0.0
C 8.36904 -2.63068 3.88756 0.0 0.0 0.0
C 7.75740 -1.68942 3.10244 0.0 0.0 0.0
C 7.40812 -2.31439 1.87262 0.0 0.0 0.0
C 7.82070 -3.61596 1.95319 0.0 0.0 0.0
H 8.79769 -4.66423 3.50599 0.0 0.0 0.0
H 8.77776 -2.56887 4.88176 0.0 0.0 0.0
H 7.57687 -0.66333 3.37679 0.0 0.0 0.0
H 6.91020 -1.86848 1.02268 0.1 0.0 0.2
H 7.74791 -4.42425 1.24522 0.0 0.0 0.0
N -1.69874 -1.19135 -4.81875 -0.1 0.0 0.2
C -2.77444 -1.82291 -5.38744 0.0 0.0 0.0
C -3.00413 -1.23594 -6.60271 0.0 0.0 0.0
C -2.02555 -0.21642 -6.77430 -0.1 0.0 0.0
C -1.23680 -0.21554 -5.65623 0.0 0.1 0.0
H -1.29531 -1.41443 -3.92576 0.2 -0.1 -0.1
H -3.27765 -2.63047 -4.88325 0.0 0.0 0.0
H -3.78221 -1.51030 -7.29508 0.0 0.0 0.0
H -1.91196 0.43642 -7.62304 0.0 0.0 0.0
H -0.38721 0.38662 -5.38335 0.0 0.0 0.0
N 6.03589 -6.35167 -2.23684 0.1 0.0 0.0
C 5.75427 -7.68716 -2.24709 0.0 0.0 0.0
C 5.59653 -8.09224 -0.94615 0.0 0.0 0.0
C 5.78736 -6.94649 -0.12374 0.0 0.0 0.0
C 6.05493 -5.88888 -0.95532 0.0 0.0 0.0
H 6.20224 -5.77668 -3.04596 -0.2 0.0 0.0
H 5.68790 -8.23360 -3.17215 0.0 0.0 0.0
H 5.36411 -9.09331 -0.62182 0.0 0.0 0.0
H 5.72462 -6.90115 0.95102 0.0 0.0 0.0
H 6.24086 -4.84696 -0.75140 -0.1 0.0 0.0
N -3.40333 -0.67918 -1.79959 0.0 0.0 0.0
C -4.15365 0.19292 -1.06251 0.0 0.0 0.0
C -4.17026 -0.25910 0.23195 0.0 0.1 0.0
C -3.39560 -1.44950 0.27547 0.0 0.0 0.0
C -2.93607 -1.67962 -0.99364 0.0 0.0 0.0
H -3.22560 -0.59693 -2.78535 0.0 0.0 -0.1
H -4.61545 1.05135 -1.52092 -0.1 0.0 0.0
H -4.68701 0.21037 1.05288 0.0 0.0 0.0
H -3.19789 -2.06394 1.13710 0.0 0.0 0.0
H -2.31758 -2.46914 -1.38555 0.0 0.0 0.0
N -3.47764 3.36502 0.90864 0.0 0.0 -0.1
C -3.51093 4.73071 0.85682 0.0 0.0 0.0
C -3.57056 5.19545 2.14393 0.1 0.0 0.0
C -3.56790 4.06155 3.00154 0.0 0.1 0.0
C -3.50839 2.94755 2.20655 0.0 0.0 0.0
H -3.43313 2.74835 0.11609 0.1 0.0 0.0
H -3.49133 5.25309 -0.08386 0.0 0.0 0.0
H -3.61338 6.23134 2.43715 0.0 0.0 0.0
H -3.61685 4.06489 4.07675 -0.1 0.0 0.0
H -3.48314 1.89804 2.44251 0.0 0.0 0.1
N -2.66174 4.01069 6.71537 0.0 0.1 0.0
C -2.98471 2.68366 6.76471 0.0 0.0 0.0
C -3.07019 2.32301 8.08258 0.0 0.0 0.0
C -2.78707 3.48125 8.85797 0.0 0.0 0.0
C -2.53929 4.50566 7.98404 0.0 0.0 0.0
H -2.52759 4.54113 5.87433 0.1 0.0 0.0
H -3.12439 2.11222 5.86333 0.0 0.0 0.0
H -3.30719 1.33902 8.45036 0.0 0.0 0.0
H -2.76657 3.55245 9.93244 0.0 0.0 0.0
H -2.28788 5.53781 8.15607 0.0 0.0 0.0
N -8.99323 6.52977 3.27612 0.0 0.0 0.0
C -8.39121 5.91366 2.21119 0.0 0.0 0.0
C -7.04656 5.86191 2.46045 0.0 0.0 0.0
C -6.82966 6.46936 3.72742 0.0 0.0 0.0
C -8.04804 6.87101 4.20492 0.0 0.0 0.0
H -9.97637 6.70429 3.36244 0.0 0.0 0.0
H -8.96861 5.56476 1.37255 0.0 0.0 0.0
H -6.29756 5.43452 1.81554 0.0 0.0 0.0
H -5.88526 6.59295 4.23050 0.0 0.0 0.0
H -8.32152 7.36421 5.12163 0.0 0.0 0.0
```
Forces are in eV/Å.

## Properties
largest force on an atom = 0.0098 Eh/bohr
charge = -1
HOMO level = -5.3 eV
Kohn-Sham gap = 7.17 eV
total energy = -6442.2416 Ha

Here are the Löwdin charges for atoms 1 to 6, given in e: -0.14, -0.41, -0.81, 0.57, -0.13, -0.16


No. 4
C3H5N3O in the gas phase in a non-equilibrium geometry, computed with ωB97M-V with the def2-TZVPD basis set.

The geometry in XYZ format:
```
12
Properties=species:S:1:pos:R:3:forces:R:3
C -0.75899 0.28904 0.78521 -1.7 2.4 0.0
C -0.12787 1.12716 -0.27377 2.3 -1.2 -2.5
C 0.78646 -0.01133 -0.88263 -1.1 2.0 0.2
H -1.98210 0.49544 2.35136 0.1 -0.6 -0.9
H -0.66217 1.66415 -1.10589 -0.4 -1.4 0.9
H 0.49390 1.98625 0.00351 0.1 -0.6 1.0
H 0.81503 -2.02587 -0.51733 0.8 2.7 0.9
H -0.39392 -1.62484 1.75682 0.5 2.7 -3.6
N -1.65844 0.85021 1.43932 -1.3 1.3 2.5
N 0.91251 -1.05561 -0.01017 -2.1 -4.0 1.1
N -0.34663 -0.98653 0.77608 1.6 -3.5 2.9
O 1.24744 -0.07260 -1.96224 1.2 0.3 -2.5
```
Forces are in eV/Å.

## Properties
largest force on an atom = 0.0939 Eh/bohr
SMILES = [H]/N=C1/CC(=O)NN1
HOMO level = -9.1 eV
energy relative to the best compared isomer or geometry (same formula, charge and spin) = 3.0326 eV
Kohn-Sham gap = 9.77 eV
total energy = -356.7459 Ha

Here are the natural (NBO) charges for atoms 1 to 6, given in e: 0.40, -0.57, 0.67, 0.34, 0.28, 0.27